No. 1
# C26H28N2SSi2Tc

C26H28N2SSi2Tc as an isolated structure (the ωB97M-V functional and the def2-TZVPD basis, OMol25).

Last column: Mulliken spin population.
CARTESIAN COORDINATES (ANGSTROEM)
1 Tc -0.02954 -0.01020 0.07464  1.1439
2 S -0.91274 -1.75335 -1.44507  0.0030
3 C 0.23041 -2.69058 -0.56072  0.0102
4 C 0.57678 -4.03743 -0.68003  0.0060
5 C 1.50948 -4.55572 0.19416  -0.0001
6 C 2.08088 -3.73917 1.17079  0.0079
7 C 1.72015 -2.41145 1.21316  0.0090
8 N 0.83498 -1.90184 0.35018  -0.0658
9 H 0.10202 -4.64220 -1.43975  0.0004
10 H 1.79102 -5.59898 0.12820  0.0000
11 H 2.79775 -4.12887 1.87858  0.0004
12 H 2.13041 -1.72628 1.94284  -0.0045
13 C -0.75210 0.60530 -3.60258  0.0024
14 Si -0.30697 1.40125 -1.95838  -0.0536
15 C -1.84621 2.38499 -1.45865  0.0054
16 C 1.11926 2.55979 -2.35987  0.0057
17 C 1.08472 3.75194 -3.08227  0.0022
18 C 2.26022 4.44291 -3.34152  -0.0001
19 C 3.47805 3.94007 -2.89565  0.0000
20 C 3.52195 2.74794 -2.18510  -0.0006
21 C 2.34532 2.05284 -1.90680  -0.0089
22 Si 2.15573 0.44108 -0.94223  -0.0362
23 C 2.80155 -0.93796 -2.05623  0.0117
24 C 3.36711 0.58684 0.50867  0.0398
25 H -0.88344 1.40199 -4.34131  -0.0010
26 H -1.67552 0.02504 -3.55496  0.0002
27 H 0.04188 -0.05416 -3.95897  -0.0002
28 H -2.18522 2.95055 -2.33237  0.0001
29 H -1.64327 3.08085 -0.64481  0.0005
30 H -2.66401 1.72621 -1.15457  -0.0012
31 H 0.13975 4.15039 -3.43879  -0.0005
32 H 2.23245 5.37535 -3.89250  0.0000
33 H 4.39198 4.48394 -3.10243  0.0000
34 H 4.47853 2.36791 -1.84009  -0.0002
35 H 3.77332 -0.67593 -2.48143  -0.0010
36 H 2.10379 -1.10426 -2.88151  0.0012
37 H 2.91281 -1.88313 -1.51727  -0.0001
38 H 4.36090 0.81527 0.11070  0.0023
39 H 3.46141 -0.32227 1.10267  0.0038
40 H 3.07380 1.40368 1.17070  -0.0097
41 C -2.63715 -2.11965 3.04926  0.0004
42 C -2.86902 -1.14664 4.01102  -0.0010
43 C -2.26120 0.08767 3.88246  0.0031
44 C -1.42086 0.33744 2.80261  0.0104
45 N -1.20873 -0.61460 1.87543  0.0033
46 C -1.80330 -1.80194 1.99530  0.0068
47 C -0.72291 1.61340 2.55410  -0.0366
48 C -0.74625 2.65837 3.47384  0.0010
49 C -0.07902 3.83995 3.19875  0.0069
50 C 0.61173 3.97660 2.00122  -0.0032
51 C 0.63569 2.92777 1.09187  -0.0742
52 C -0.01949 1.71752 1.33997  0.0143
53 H -3.09538 -3.09641 3.10429  0.0002
54 H -3.52420 -1.34755 4.84877  -0.0002
55 H -2.44570 0.86092 4.61367  0.0001
56 H -1.61424 -2.51896 1.20670  -0.0022
57 H -1.27494 2.56293 4.41469  -0.0003
58 H -0.09684 4.65015 3.91622  0.0008
59 H 1.13270 4.89922 1.77609  -0.0011
60 H 1.17752 3.06086 0.16389  -0.0009

**E**: -59187.5989 eV
**Energy relative to the best compared isomer or geometry (same formula, charge and spin)**: 24.8 kJ/mol
**Strongest force on any atom**: 0.5 eV/A
**HOMO (alpha / beta)**: -7.554 / -7.563 eV
**Lowest unoccupied orbital energy (alpha / beta)**: -0.0244 / -0.0200 Ha
**Spin multiplicity**: 2

No. 2
# C19H28MnNO4

C19H28MnNO4 as an isolated structure in a non-equilibrium geometry (the ωB97M-V functional and the def2-TZVPD basis, OMol25).

Last column: Mulliken spin population.
CARTESIAN COORDINATES (ANGSTROEM)
1 O -0.25055 0.03066 -2.01982  0.0548
2 C -0.41513 0.94815 -3.25288  -0.0011
3 C -0.04988 -0.14887 -4.20280  0.0002
4 H 0.24771 1.81263 -3.17529  -0.0003
5 H -1.44477 1.29215 -3.39173  0.0000
6 C -0.04123 -1.07572 -2.94642  0.0009
7 H 0.91804 -0.05399 -4.70141  0.0000
8 H -0.82311 -0.36320 -4.92554  0.0000
9 C 1.28971 -1.83040 -2.79698  0.0071
10 H 2.09064 -1.22923 -2.34918  -0.0034
11 H 1.59382 -2.13962 -3.80637  0.0000
12 H 1.18117 -2.75642 -2.21523  0.0024
13 C -1.23242 -2.00184 -2.74211  0.0110
14 H -2.12471 -1.44500 -2.44507  0.0008
15 H -1.05055 -2.68403 -1.90912  -0.0039
16 H -1.41476 -2.58338 -3.64808  -0.0003
17 Mn -0.68445 -1.14561 1.70861  2.7136
18 C -2.16763 -1.38959 3.24221  0.1123
19 C -1.55027 -0.11633 3.35804  -0.0831
20 C -1.82239 0.63050 2.12934  0.0017
21 H -1.04703 0.35192 4.20990  0.0258
22 C -2.62514 -0.20390 1.27032  0.1749
23 C -2.82081 -1.47892 1.93501  -0.1689
24 H -3.42180 -2.32631 1.53492  -0.0010
25 H -2.24826 -2.11351 4.05238  0.0003
26 H -1.57804 1.68987 1.97694  0.0052
27 H -3.07572 0.10034 0.31457  0.0291
28 C 0.63494 -2.08012 3.08514  0.0798
29 C 0.09975 -3.08651 2.20606  -0.0295
30 C 0.46585 -2.73926 0.86423  -0.0678
31 H -0.37998 -4.02571 2.47626  0.0012
32 C 1.34328 -1.58686 0.93450  0.2904
33 C 1.36570 -1.12133 2.28750  -0.1488
34 H 1.94162 -0.25357 2.61557  0.0075
35 H 0.64711 -2.08681 4.17264  0.0017
36 H 0.24015 -3.27178 -0.07699  -0.0129
37 H 1.98448 -1.24185 0.12740  0.0234
38 O 2.25168 2.03043 -1.14242  0.0007
39 C 1.39410 1.65772 -0.01396  -0.0055
40 C 0.01196 2.31354 -0.30777  0.0298
41 H 1.80920 2.05353 0.95975  0.0041
42 H 1.32959 0.55017 0.04107  -0.0020
43 C 0.45717 3.65126 -0.85505  0.0020
44 H -0.67270 2.33329 0.54753  -0.0117
45 H -0.44250 1.73018 -1.11832  -0.0196
46 C 1.89372 3.41462 -1.34683  0.0001
47 H 0.49848 4.34095 -0.00837  0.0002
48 H -0.20304 3.94878 -1.65440  -0.0002
49 H 2.61720 3.96230 -0.70750  -0.0002
50 H 1.98019 3.79117 -2.37216  0.0004
51 O 1.21942 1.44754 5.64791  0.2823
52 N 1.15776 2.35048 4.82078  0.3800
53 O 0.92243 2.14751 3.61320  0.3164

**E**: -61148.6604 eV
**Energy relative to the best compared isomer or geometry (same formula, charge and spin)**: 29.4 kJ/mol
**Strongest force on any atom**: 5.3 eV/A
**HOMO (alpha / beta)**: -5.976 / -7.394 eV
**Lowest unoccupied orbital energy (alpha / beta)**: -0.0251 / -0.1101 Ha
**Spin multiplicity**: 5

No. 3
# C7H7CdO6S

C7H7CdO6S as an isolated structure in a non-equilibrium geometry (the ωB97M-V functional and the def2-TZVPD basis, OMol25).

Last column: Mulliken charge in e.
CARTESIAN COORDINATES (ANGSTROEM)
1 O 2.70467 2.00675 0.91091  -0.0907
2 C 1.81769 1.66394 0.30260  0.0468
3 Cd 0.21731 0.68519 -0.88458  1.4054
4 O -2.01130 2.73292 0.87100  -0.0902
5 C -1.28235 2.16952 0.23513  -0.0048
6 C -1.46650 0.28023 -2.28012  0.1386
7 O -2.29713 -0.06484 -2.97878  -0.1187
8 C 1.61451 -0.22758 -2.31006  -0.1463
9 O 1.19494 -0.74144 -3.27428  -0.4091
10 C 0.58920 2.59857 -2.41128  0.0834
11 O 0.84335 3.42551 -3.14225  -0.1299
12 H 2.62608 -0.09930 -1.73848  0.2012
13 C -0.56307 -0.43700 2.57133  -1.0029
14 S -0.55113 -0.90484 0.91165  0.5604
15 C 0.00514 -2.59137 1.02966  -1.0846
16 O -1.94607 -0.69585 0.36268  -0.5980
17 H 0.37896 -0.79881 3.04790  0.3548
18 H -1.45493 -0.97937 2.90847  0.4363
19 H -0.70832 0.66862 2.62492  0.3104
20 H -0.77470 -3.01826 1.67865  0.4167
21 H 0.07572 -3.08781 0.03927  0.3505
22 H 0.98792 -2.58477 1.52564  0.3707

**E**: -35044.7082 eV
**Charge**: +1
**Strongest force on any atom**: 4.8 eV/A
**HOMO**: -10.489 eV
**Lowest unoccupied orbital energy**: -0.1468 Ha

No. 4
# C18H18N2NiO3

C18H18N2NiO3 as an isolated structure (the ωB97M-V functional and the def2-TZVPD basis, OMol25).

Last column: Mulliken charge in e.
CARTESIAN COORDINATES (ANGSTROEM)
1 Ni -0.82971 -0.32434 0.40519  0.0982
2 O -2.62662 -0.33249 0.69267  -0.7612
3 C -3.45278 0.62795 0.37854  0.5357
4 C -4.83780 0.35975 0.39669  -0.5549
5 C -5.75403 1.33991 0.10375  -0.4117
6 C -5.34903 2.64422 -0.21495  -0.6931
7 C -4.00676 2.92883 -0.23448  -0.7016
8 C -3.04365 1.94448 0.04968  0.3956
9 C -1.65635 2.30755 -0.02621  0.1987
10 N -0.69010 1.47740 0.11812  0.4309
11 N 0.61689 1.94157 -0.01935  -0.7931
12 C 1.42279 0.92562 0.07181  0.6105
13 O 1.02757 -0.29921 0.27599  -0.6648
14 C 2.88111 1.16958 -0.06467  0.3747
15 C 3.74270 0.10613 -0.30572  -0.2257
16 C 5.10632 0.32577 -0.43190  -0.7099
17 C 5.61685 1.60940 -0.30771  -0.3400
18 C 4.75887 2.67453 -0.06423  -0.6421
19 C 3.39626 2.45821 0.05449  -0.3478
20 H -5.14718 -0.64500 0.65176  0.4421
21 H -6.80967 1.09762 0.12017  0.3649
22 H -6.07923 3.40769 -0.44319  0.3953
23 H -3.66524 3.92963 -0.47353  0.3320
24 H -1.38945 3.34095 -0.23510  0.4177
25 H 3.33434 -0.89103 -0.39579  0.2943
26 H 5.77087 -0.50626 -0.62520  0.3859
27 H 6.68166 1.78073 -0.39914  0.3830
28 H 5.15438 3.67702 0.03485  0.3728
29 H 2.71712 3.27825 0.23962  0.4223
30 C 1.25621 -3.42156 0.41256  0.3819
31 C 0.43515 -3.86275 -0.79979  -0.7223
32 C -0.71231 -2.85447 -0.82583  -0.3348
33 O -0.79878 -2.30122 0.51929  -0.2217
34 C 0.16567 -2.97546 1.36042  -0.5403
35 H 1.88152 -2.56689 0.16349  -0.4738
36 H 1.87254 -4.21772 0.82706  0.4703
37 H 0.05119 -4.87339 -0.65289  0.3205
38 H 1.00387 -3.84472 -1.72759  0.3259
39 H -1.67738 -3.29669 -1.06773  0.3827
40 H -0.51402 -2.03343 -1.51356  0.2025
41 H -0.33639 -3.82980 1.82227  0.3363
42 H 0.48256 -2.27632 2.13009  0.2640

**E**: -69124.3662 eV
**Energy relative to the best compared isomer or geometry (same formula, charge and spin)**: 0.0 kJ/mol
**Strongest force on any atom**: 0.4 eV/A
**HOMO (alpha / beta)**: -7.708 / -7.710 eV
**Lowest unoccupied orbital energy (alpha / beta)**: 0.0098 / 0.0097 Ha

No. 5
# C8H11F2NO

One molecule with the formula C8H11F2NO in a non-equilibrium geometry (the ωB97M-V functional and the def2-TZVPD basis, OMol25).

Last column: Mulliken charge in e.
CARTESIAN COORDINATES (ANGSTROEM)
1 C 1.83030 0.44193 0.49793  -1.8647
2 C 1.14624 -0.38544 -0.65037  1.1738
3 N 2.08974 -0.58568 -1.72665  -0.7652
4 C -0.18730 0.47286 -1.22171  -0.8019
5 C -1.21522 0.54262 -0.14574  0.2375
6 C -1.25947 1.43146 0.87965  -0.4610
7 C -2.31916 1.05499 1.77404  -0.4928
8 C -2.77599 -0.11549 1.22009  -0.3523
9 O -2.06056 -0.48884 0.17019  -0.2817
10 C 0.69147 -1.65889 -0.07739  0.0623
11 F -0.10463 -2.29539 -0.93421  -0.2762
12 F 1.66556 -2.66511 0.05539  -0.3565
13 H 1.06376 0.64988 1.27443  0.4026
14 H 2.61269 -0.04162 0.94304  0.4648
15 H 2.00513 1.46467 0.16244  0.4030
16 H 2.29891 0.31106 -2.19169  0.3132
17 H 1.60216 -1.00741 -2.53460  0.3110
18 H 0.20910 1.52869 -1.47072  0.3609
19 H -0.60955 -0.02192 -2.16682  0.3313
20 H -0.58435 2.19472 1.08064  0.5868
21 H -2.73222 1.68780 2.54412  0.4116
22 H -3.71069 -0.75058 1.56709  0.2957
23 H 0.34409 -1.76431 0.95084  0.2976

**E**: -17445.0722 eV
**Energy relative to the best compared isomer or geometry (same formula, charge and spin)**: 0.0 kJ/mol
**Strongest force on any atom**: 4.3 eV/A
**HOMO**: -8.547 eV
**Lowest unoccupied orbital energy**: 0.0298 Ha

What is the E in the third record?
-35044.7082 eV

What is the E in the second record?
-61148.6604 eV

Which value of strongest force on any atom does entry 5 give?
4.3 eV/A

The lowest strongest force on any atom belongs to which entry?
C18H18N2NiO3